# 1
Entry from the Open Molecules 2025 dataset: a structure of composition C37H27BFeN7O2 (the ωB97M-V functional and the def2-TZVPD basis).

Geometry (Å):
Fe (0.024, -0.120, -0.216)
C (-2.460, -1.711, -3.369)
C (-3.321, -2.578, -2.660)
C (-3.210, -2.653, -1.298)
C (-2.216, -1.911, -0.627)
N (-1.371, -1.067, -1.340)
C (-1.536, -0.980, -2.655)
C (-1.960, -1.940, 0.770)
C (-2.631, -2.703, 1.748)
C (-2.268, -2.557, 3.075)
C (-1.230, -1.709, 3.432)
C (-0.538, -1.022, 2.417)
N (-0.930, -1.131, 1.128)
C (0.649, -0.243, 2.559)
C (1.279, 0.102, 3.768)
C (2.479, 0.765, 3.757)
C (3.054, 1.101, 2.515)
C (2.366, 0.780, 1.366)
N (1.207, 0.129, 1.348)
H (-2.518, -1.625, -4.444)
H (-4.055, -3.168, -3.194)
H (-3.874, -3.283, -0.722)
H (-0.866, -0.291, -3.157)
H (-3.427, -3.376, 1.469)
H (-2.790, -3.116, 3.841)
H (-0.948, -1.581, 4.466)
H (0.806, -0.156, 4.704)
H (2.983, 1.025, 4.678)
H (4.006, 1.606, 2.460)
H (2.751, 1.048, 0.388)
O (-1.544, 1.713, 2.019)
B (-0.747, 2.515, 1.164)
O (-0.600, 3.815, 1.744)
C (-1.327, 3.785, 2.877)
C (-1.548, 4.790, 3.794)
C (-2.384, 4.506, 4.869)
C (-2.997, 3.271, 5.001)
C (-2.767, 2.248, 4.084)
C (-1.910, 2.512, 3.035)
H (-1.095, 5.761, 3.672)
H (-2.569, 5.274, 5.606)
H (-3.678, 3.103, 5.826)
H (-3.253, 1.286, 4.166)
N (-0.336, 2.077, -0.069)
C (0.289, 2.873, -0.998)
C (1.557, 3.440, -0.798)
C (2.165, 4.166, -1.801)
C (1.515, 4.392, -3.007)
C (0.247, 3.868, -3.209)
C (-0.348, 3.107, -2.228)
H (2.038, 3.287, 0.158)
H (3.160, 4.566, -1.656)
H (1.989, 4.968, -3.787)
H (-0.270, 4.039, -4.145)
H (-1.330, 2.678, -2.373)
N (10.096, -3.138, -3.258)
C (9.032, -2.700, -3.128)
C (7.753, -2.175, -2.979)
C (7.169, -1.394, -4.002)
C (5.910, -0.878, -3.860)
C (5.160, -1.106, -2.688)
C (5.745, -1.881, -1.664)
C (7.001, -2.404, -1.804)
N (3.871, -0.600, -2.545)
C (3.295, 0.416, -3.273)
C (2.022, 0.562, -2.802)
N (1.787, -0.335, -1.807)
C (2.911, -1.017, -1.675)
H (7.735, -1.214, -4.906)
H (5.486, -0.302, -4.669)
H (5.204, -2.053, -0.746)
H (7.438, -2.996, -1.011)
H (3.820, 0.971, -4.022)
H (1.274, 1.264, -3.110)
H (3.038, -1.830, -0.990)

Output
Calculated total energy (hartree): -3248.678436
Maximum force (eV/Å): 2.6
ΔE to the lowest compared entry with this formula, charge and spin (eV): 0.625
E_HOMO (alpha / beta) (eV): -1.728 / -4.496
<S²>: 6.08
Multiplicity: 5
Frontier orbital gap (alpha / beta) (eV): 2.87 / 5.64
Total charge: -1

Atomic partial charges in e from the Löwdin method, atoms 1 to 6:
1. Fe 0.685
2. C -0.120
3. C -0.122
4. C -0.048
5. C -0.218
6. N -0.009

---

# 2
Entry from the Open Molecules 2025 dataset: a structure of composition C37H27N2O4P2PdTe (the ωB97M-V functional and the def2-TZVPD basis).

Geometry (Å):
Pd (-0.149, -0.030, 0.019)
O (-2.585, -6.557, 0.513)
C (-1.875, -6.171, -0.429)
O (-1.311, -6.804, -1.343)
C (-1.549, -4.651, -0.417)
C (-0.895, -4.073, -1.501)
C (-0.594, -2.729, -1.470)
N (-0.903, -1.954, -0.424)
C (-1.543, -2.490, 0.627)
C (-1.887, -3.831, 0.652)
C (-1.871, -1.550, 1.794)
O (-2.538, -1.985, 2.719)
O (-1.402, -0.353, 1.700)
H (-0.628, -4.706, -2.337)
H (-0.084, -2.235, -2.290)
H (-2.415, -4.240, 1.501)
Te (3.086, 2.991, 2.805)
C (4.789, 2.996, 1.539)
C (4.799, 3.744, 0.367)
C (5.885, 3.628, -0.489)
N (6.935, 2.844, -0.252)
C (6.925, 2.149, 0.883)
C (5.887, 2.189, 1.805)
C (1.999, 1.777, 1.482)
P (0.522, 2.386, 0.606)
C (0.900, 2.113, -1.178)
C (2.167, 2.350, -1.721)
C (2.431, 2.084, -3.050)
C (1.433, 1.562, -3.868)
C (0.169, 1.339, -3.356)
C (-0.108, 1.625, -2.018)
C (0.605, 4.210, 0.718)
C (0.154, 4.782, 1.909)
C (0.153, 6.155, 2.083)
C (0.589, 6.983, 1.058)
C (1.010, 6.428, -0.140)
C (1.011, 5.049, -0.315)
P (2.080, 0.005, 1.531)
C (3.383, -0.496, 2.718)
C (3.040, -0.407, 4.070)
C (3.928, -0.797, 5.057)
C (5.171, -1.306, 4.706)
C (5.507, -1.435, 3.367)
C (4.616, -1.040, 2.376)
C (2.884, -0.590, -0.012)
C (3.957, 0.074, -0.605)
C (4.620, -0.483, -1.686)
C (4.220, -1.717, -2.186)
C (3.165, -2.394, -1.594)
C (2.504, -1.835, -0.507)
H (3.969, 4.394, 0.112)
H (5.908, 4.194, -1.415)
H (7.787, 1.516, 1.065)
H (5.929, 1.580, 2.698)
H (2.951, 2.733, -1.079)
H (3.422, 2.262, -3.449)
H (1.647, 1.335, -4.905)
H (-0.616, 0.942, -3.986)
H (-1.126, 1.512, -1.657)
H (-0.205, 4.140, 2.707)
H (-0.194, 6.578, 3.017)
H (0.586, 8.058, 1.188)
H (1.332, 7.068, -0.952)
H (1.328, 4.637, -1.263)
H (2.061, -0.032, 4.346)
H (3.644, -0.717, 6.099)
H (5.867, -1.622, 5.473)
H (6.465, -1.853, 3.085)
H (4.896, -1.161, 1.338)
H (4.284, 1.026, -0.201)
H (5.452, 0.045, -2.136)
H (4.737, -2.153, -3.032)
H (2.852, -3.361, -1.968)
H (1.690, -2.376, -0.040)

Output
Calculated total energy (hartree): -2915.263819
Maximum force (eV/Å): 0.8
ΔE to the lowest compared entry with this formula, charge and spin (eV): 0.000
E_HOMO (alpha / beta) (eV): -5.155 / -5.156
<S²>: 2.02
Multiplicity: 3
Frontier orbital gap (alpha / beta) (eV): 6.68 / 5.25
Total charge: -1

Atomic partial charges in e from the Löwdin method, atoms 1 to 6:
1. Pd 0.620
2. O -0.040
3. C -0.699
4. O -0.061
5. C -0.087
6. C -0.007

---

# 3
Entry from the Open Molecules 2025 dataset: a structure of composition C37H28Cl2N4O2P2PtSe2 (the ωB97M-V functional and the def2-TZVPD basis).

Geometry (Å):
Pt (3.028, 1.438, 0.827)
Se (-3.692, 0.320, 1.878)
P (-2.284, -1.110, 1.251)
C (-2.287, -2.618, 2.262)
C (-2.943, -2.612, 3.488)
C (-2.956, -3.759, 4.273)
C (-2.318, -4.908, 3.833)
C (-1.670, -4.918, 2.604)
C (-1.652, -3.779, 1.818)
C (-2.582, -1.690, -0.444)
C (-1.643, -1.565, -1.462)
C (-1.945, -2.012, -2.744)
C (-3.176, -2.593, -3.006)
C (-4.116, -2.721, -1.988)
C (-3.824, -2.268, -0.714)
C (-0.558, -0.562, 1.194)
C (0.118, 0.648, 1.106)
N (1.429, 0.306, 0.951)
N (1.554, -1.008, 0.992)
N (0.372, -1.543, 1.137)
P (-0.248, 2.377, 0.899)
Se (1.623, 3.406, 1.236)
C (-0.891, 2.620, -0.770)
C (-2.033, 1.923, -1.169)
C (-2.506, 2.059, -2.463)
C (-1.849, 2.892, -3.360)
C (-0.720, 3.593, -2.962)
C (-0.235, 3.457, -1.667)
C (-1.451, 2.956, 2.084)
C (-2.523, 3.749, 1.694)
C (-3.420, 4.199, 2.652)
C (-3.243, 3.853, 3.983)
C (-2.161, 3.070, 4.371)
C (-1.258, 2.625, 3.424)
H (-3.446, -1.711, 3.815)
H (-3.469, -3.751, 5.226)
H (-2.326, -5.801, 4.446)
H (-1.172, -5.815, 2.259)
H (-1.144, -3.789, 0.863)
H (-0.677, -1.119, -1.265)
H (-1.212, -1.908, -3.534)
H (-3.406, -2.949, -4.003)
H (-5.079, -3.171, -2.193)
H (-4.561, -2.346, 0.077)
H (-2.568, 1.294, -0.466)
H (-3.390, 1.511, -2.767)
H (-2.218, 2.993, -4.373)
H (-0.209, 4.243, -3.660)
H (0.657, 3.986, -1.358)
H (-2.669, 3.999, 0.652)
H (-4.262, 4.809, 2.355)
H (-3.954, 4.194, 4.726)
H (-2.026, 2.805, 5.412)
H (-0.413, 2.013, 3.719)
O (5.245, -2.170, 1.735)
C (4.685, -1.175, 1.299)
O (4.440, -0.073, 1.901)
C (4.265, -1.218, -0.171)
C (4.333, -2.437, -0.882)
C (3.915, -2.462, -2.170)
C (3.456, -1.269, -2.787)
C (3.005, -1.224, -4.128)
C (2.583, -0.049, -4.678)
C (2.598, 1.137, -3.910)
C (3.027, 1.121, -2.613)
C (3.460, -0.088, -2.025)
N (3.869, -0.098, -0.712)
H (4.692, -3.310, -0.357)
H (3.918, -3.384, -2.742)
H (3.003, -2.139, -4.709)
H (2.239, -0.019, -5.704)
H (2.265, 2.065, -4.355)
H (3.033, 2.017, -2.007)
Cl (7.023, 1.273, -0.633)
C (6.398, 1.838, 0.908)
Cl (4.952, 2.887, 0.683)
H (7.139, 2.456, 1.397)
H (6.060, 1.006, 1.517)

Output
Calculated total energy (hartree): -8321.611492
Maximum force (eV/Å): 0.8
ΔE to the lowest compared entry with this formula, charge and spin (eV): 0.071
E_HOMO (eV): -7.725
Frontier orbital gap (eV): 7.41

Atomic partial charges in e from the Löwdin method, atoms 1 to 6:
1. Pt 0.655
2. Se 0.385
3. P 0.551
4. C -0.345
5. C -0.107
6. C -0.078

---

# 4
Entry from the Open Molecules 2025 dataset: a structure of composition C37H28CsN8O4PS (the ωB97M-V functional and the def2-TZVPD basis).

Geometry (Å):
Cs (0.632, 2.499, -0.363)
O (5.219, 3.264, 1.188)
C (4.059, 3.297, 0.765)
N (3.048, 2.466, 1.136)
C (2.717, 2.174, 2.421)
O (2.741, 2.952, 3.418)
C (2.162, 0.790, 2.699)
C (1.552, 0.692, 4.018)
C (0.886, -0.469, 4.382)
C (0.910, -1.559, 3.527)
C (1.490, -1.352, 2.260)
N (2.066, -0.211, 1.824)
C (3.856, 4.260, -0.370)
C (4.647, 5.479, -0.468)
C (4.569, 6.245, -1.610)
C (3.742, 5.815, -2.658)
C (2.978, 4.650, -2.471)
N (3.006, 3.964, -1.300)
H (1.591, 1.593, 4.678)
H (0.307, -0.514, 5.269)
H (0.423, -2.517, 3.685)
H (1.478, -2.145, 1.465)
H (5.314, 5.769, 0.376)
H (5.228, 7.130, -1.669)
H (3.601, 6.370, -3.561)
H (2.242, 4.336, -3.222)
O (-1.920, 1.119, -0.832)
C (-2.634, 1.930, -0.183)
O (-2.508, 3.176, -0.166)
C (-3.866, 1.329, 0.526)
C (-4.930, 2.220, 0.792)
C (-6.074, 1.651, 1.340)
C (-6.179, 0.284, 1.481)
C (-5.098, -0.538, 1.276)
C (-3.898, -0.005, 0.843)
P (-2.307, -0.818, 0.878)
C (-2.501, -1.957, -0.498)
C (-1.519, -2.960, -0.538)
C (-1.517, -3.862, -1.568)
C (-2.435, -3.676, -2.641)
C (-3.525, -2.796, -2.557)
C (-3.530, -1.881, -1.461)
C (-2.656, -1.912, 2.330)
C (-2.431, -1.506, 3.671)
C (-2.697, -2.349, 4.719)
C (-3.143, -3.637, 4.401)
C (-3.357, -4.025, 3.110)
C (-3.108, -3.152, 2.052)
H (-4.814, 3.215, 0.501)
H (-6.957, 2.214, 1.629)
H (-7.084, -0.189, 1.853)
H (-5.190, -1.615, 1.409)
H (-0.829, -3.063, 0.343)
H (-0.790, -4.661, -1.514)
H (-2.390, -4.355, -3.476)
H (-4.384, -2.883, -3.192)
H (-4.284, -1.102, -1.428)
H (-2.083, -0.500, 3.822)
H (-2.558, -1.997, 5.730)
H (-3.319, -4.387, 5.155)
H (-3.685, -5.010, 2.832)
H (-3.450, -3.466, 1.063)
N (1.125, -1.552, -4.908)
C (0.669, -0.459, -4.807)
N (0.117, 0.699, -4.927)
C (0.305, 1.741, -4.250)
N (0.417, 2.792, -3.714)
C (3.399, -2.581, -3.928)
N (3.817, -1.601, -2.947)
C (4.419, -0.376, -3.277)
C (4.559, 0.309, -2.110)
N (4.169, -0.499, -1.059)
C (3.635, -1.704, -1.561)
S (3.149, -3.106, -0.811)
H (2.333, -2.409, -4.258)
H (3.464, -3.586, -3.464)
H (3.963, -2.560, -4.864)
H (4.673, -0.095, -4.256)
H (4.861, 1.319, -1.869)
H (4.112, -0.145, -0.111)

Output
Calculated total energy (hartree): -2925.550767
Maximum force (eV/Å): 4.4
ΔE to the lowest compared entry with this formula, charge and spin (eV): 1.020
E_HOMO (eV): -2.744
Frontier orbital gap (eV): 6.59
Total charge: -2

Atomic partial charges in e from the Löwdin method, atoms 1 to 6:
1. Cs 1.082
2. O 0.021
3. C -0.493
4. N -0.023
5. C -0.488
6. O -0.035